Entry 1:
{
  "formula": "C34H70Cl2F9N4O12S",
  "method": "ωB97M-V/def2-TZVPD",
  "species": ["C", "C", "C", "Cl", "N", "C", "N", "Cl", "C", "C", "C", "F", "F", "C", "F", "F", "S", "F", "F", "F", "F", "F", "N", "C", "N", "C", "H", "H", "H", "H", "H", "H", "H", "H", "H", "H", "H", "H", "H", "H", "C", "O", "C", "C", "O", "C", "C", "O", "C", "H", "H", "H", "H", "H", "H", "H", "H", "H", "H", "H", "H", "H", "H", "C", "O", "C", "C", "O", "C", "C", "O", "C", "H", "H", "H", "H", "H", "H", "H", "H", "H", "H", "H", "H", "H", "H", "C", "O", "C", "C", "O", "C", "C", "O", "C", "H", "H", "H", "H", "H", "H", "H", "H", "H", "H", "H", "H", "H", "H", "C", "O", "C", "C", "O", "C", "C", "O", "C", "H", "H", "H", "H", "H", "H", "H", "H", "H", "H", "H", "H", "H", "H"],
  "coordinates": [[5.6957, -4.1656, 3.4754], [4.5653, -4.8798, 2.6781], [3.0788, -4.3606, 2.9966], [3.1121, -3.1303, 4.3423], [2.4965, -3.8405, 1.7736], [1.4903, -4.1872, 0.9224], [0.7167, -5.2840, 1.0198], [-0.5089, -5.4291, -0.1753], [0.7537, -6.3876, 1.9717], [-0.3945, -6.3253, 3.0316], [-0.0324, -5.5628, 4.3176], [0.2784, -4.2924, 3.9613], [1.0061, -6.2409, 4.8928], [-1.2424, -5.6766, 5.3059], [-1.2312, -6.9073, 5.8325], [-2.4193, -5.5964, 4.6628], [-1.2840, -4.4273, 6.7172], [-1.5598, -3.1824, 5.7195], [-2.8821, -4.6354, 6.8261], [-1.0685, -5.6208, 7.7822], [0.2990, -4.2025, 6.7466], [-1.4103, -3.4166, 7.9446], [1.2771, -3.3348, -0.1067], [2.2520, -2.4129, 0.1006], [2.9666, -2.7096, 1.1738], [4.0876, -1.8141, 1.5031], [5.7205, -3.0725, 3.3577], [6.6548, -4.5380, 3.0575], [5.6334, -4.4408, 4.5390], [4.6104, -5.9497, 2.9582], [4.7317, -4.7808, 1.5887], [2.5652, -5.2037, 3.4598], [1.7456, -6.6552, 2.3672], [0.4796, -7.2799, 1.3681], [-0.6335, -7.3755, 3.2971], [-1.2890, -5.9381, 2.5114], [2.4467, -1.5438, -0.5315], [3.9625, -1.3136, 2.4804], [5.0578, -2.3295, 1.4178], [4.0799, -0.9968, 0.7599], [-4.3576, -1.3658, 4.5952], [-4.4302, -0.7338, 5.8562], [-3.2084, -0.7191, 6.5767], [-2.8137, 0.6793, 7.0323], [-2.5568, 1.6332, 6.0114], [-3.6421, 2.0743, 5.2022], [-4.7727, 2.7993, 5.9184], [-5.5128, 1.9350, 6.7630], [-5.7637, 2.4529, 8.0564], [-4.5934, -2.4307, 4.6941], [-5.1011, -0.9037, 3.9436], [-3.3751, -1.2404, 4.1279], [-2.3948, -1.1588, 5.9977], [-3.3555, -1.3407, 7.4678], [-1.8711, 0.5786, 7.5793], [-3.5243, 1.0753, 7.7581], [-4.0222, 1.2542, 4.5931], [-3.2009, 2.7873, 4.4993], [-5.4663, 3.1780, 5.1572], [-4.3676, 3.6546, 6.4677], [-4.9468, 3.0875, 8.4121], [-5.8539, 1.6072, 8.7401], [-6.7040, 3.0119, 8.0619], [-1.2124, -1.3538, -0.8652], [-0.7721, -0.8089, -2.0932], [-0.9320, -1.6613, -3.2195], [-1.6855, -0.9804, -4.3551], [-3.0223, -0.5887, -4.0842], [-3.2328, 0.4477, -3.1309], [-2.6339, 1.8075, -3.4549], [-1.2151, 1.7781, -3.4049], [-0.5850, 2.4043, -4.5106], [-0.3857, -1.8706, -0.3772], [-1.5351, -0.5286, -0.2265], [-2.0618, -2.0317, -0.9929], [-1.4352, -2.5971, -2.9508], [0.0710, -1.9162, -3.5822], [-1.7555, -1.7044, -5.1728], [-1.1134, -0.1456, -4.7603], [-2.9310, 0.1152, -2.1380], [-4.3176, 0.5764, -3.0839], [-2.9744, 2.5169, -2.6900], [-2.9990, 2.1530, -4.4262], [-1.1621, 2.2926, -5.4321], [0.3811, 1.9184, -4.6597], [-0.4169, 3.4639, -4.2963], [2.9495, 5.7545, 0.2481], [2.0128, 5.0402, 1.0324], [0.8606, 5.7858, 1.3927], [-0.4395, 5.0828, 1.0253], [-0.6703, 4.8503, -0.3562], [0.1626, 3.9209, -1.0396], [0.1149, 2.4812, -0.5522], [0.6940, 2.3318, 0.7413], [-0.0802, 1.5670, 1.6413], [3.6769, 6.2546, 0.8946], [3.4786, 5.0366, -0.3812], [2.4661, 6.4843, -0.4072], [0.8734, 6.7853, 0.9450], [0.8823, 5.9090, 2.4816], [-1.2540, 5.7381, 1.3479], [-0.5685, 4.1629, 1.5971], [1.1877, 4.2893, -1.0854], [-0.1987, 3.9183, -2.0704], [0.7078, 1.8686, -1.2406], [-0.9173, 2.1207, -0.5797], [-1.1537, 1.6924, 1.4724], [0.1429, 1.9153, 2.6515], [0.1907, 0.5061, 1.5661], [2.3099, 5.4430, -8.5276], [1.6321, 4.2509, -8.8768], [1.5576, 4.0054, -10.2721], [2.0716, 2.6252, -10.6591], [3.4413, 2.3573, -10.3944], [3.8683, 2.2668, -9.0419], [3.2489, 1.1545, -8.2072], [1.8720, 1.3793, -7.9503], [1.0438, 0.2539, -8.1664], [1.6014, 6.2746, -8.4695], [2.7591, 5.2988, -7.5434], [3.1117, 5.6819, -9.2319], [2.0971, 4.7687, -10.8432], [0.5003, 4.0639, -10.5551], [1.9660, 2.5423, -11.7448], [1.4393, 1.8371, -10.2489], [3.7730, 3.2325, -8.5457], [4.9419, 2.0648, -9.0956], [3.7593, 1.1376, -7.2356], [3.4176, 0.1917, -8.6992], [1.4073, -0.3766, -8.9827], [0.0529, 0.6200, -8.4409], [0.9625, -0.3313, -7.2438]],
  "forces_ev_per_a": [[0.321, -0.596, -0.654], [-0.135, 0.644, 0.590], [2.365, -0.345, 0.798], [-0.527, -0.353, -0.750], [-1.003, 0.362, -0.720], [-1.543, -0.862, -0.396], [0.150, -0.115, 0.064], [0.321, -0.046, 0.463], [-1.196, -1.320, -0.039], [0.366, -0.593, -0.416], [-1.315, -1.465, -1.419], [0.262, -0.231, 0.771], [0.185, 1.131, -0.086], [-0.381, -0.325, -0.003], [0.443, 0.226, -0.225], [0.637, 0.635, -0.365], [-1.513, 0.530, 2.688], [0.925, -1.277, 0.208], [0.907, -0.109, -0.124], [-0.163, 0.751, -0.524], [-0.616, 0.104, -0.913], [0.312, -0.269, -0.676], [2.228, 0.720, 1.256], [-1.546, -1.808, -0.083], [1.441, 2.661, -0.774], [0.711, 0.467, 0.663], [-0.206, -0.462, 0.184], [-0.475, 0.112, 0.419], [0.128, 0.280, -0.422], [-0.135, 0.490, -0.365], [-0.073, -0.178, 0.520], [-0.513, 0.530, -0.762], [-0.267, 0.654, -0.157], [0.331, 0.531, 0.250], [0.150, 0.610, 0.068], [0.409, 0.100, 0.531], [-0.120, -0.365, 0.339], [0.077, -0.616, -0.398], [-0.507, 0.155, 0.201], [-0.145, -0.616, 0.226], [-0.262, 0.022, 0.197], [0.359, 0.055, -0.348], [-0.279, 0.209, 0.203], [-0.026, 0.061, 0.283], [-0.001, -0.081, -0.059], [-0.002, 0.006, -0.132], [-0.157, -0.283, -0.206], [0.399, 0.170, 0.268], [-0.208, -0.228, -0.135], [0.114, -0.057, -0.136], [-0.046, -0.045, 0.043], [0.028, -0.033, 0.031], [-0.082, 0.152, -0.127], [0.227, 0.035, 0.096], [0.059, -0.003, -0.136], [-0.206, -0.098, -0.120], [-0.210, -0.059, 0.140], [0.064, 0.053, 0.119], [0.185, 0.171, -0.100], [0.006, -0.041, 0.090], [-0.018, 0.052, -0.044], [-0.079, 0.011, -0.039], [0.069, 0.117, 0.126], [0.113, 0.338, -0.032], [-0.179, -0.288, 0.080], [0.046, 0.239, -0.087], [0.057, 0.027, -0.286], [0.160, 0.003, 0.107], [-0.216, 0.007, 0.117], [0.094, -0.163, 0.375], [-0.119, 0.004, -0.506], [0.201, -0.063, 0.304], [-0.295, -0.123, 0.091], [0.023, 0.024, -0.031], [0.045, -0.049, -0.018], [-0.057, 0.100, 0.118], [-0.060, -0.119, -0.163], [-0.096, -0.070, 0.097], [0.096, 0.069, 0.214], [0.179, 0.127, 0.027], [0.019, -0.010, -0.146], [-0.225, -0.005, -0.079], [0.088, -0.035, -0.052], [-0.030, 0.061, 0.021], [0.018, 0.074, 0.029], [-0.035, 0.053, -0.221], [0.063, -0.210, 0.182], [-0.119, 0.223, -0.354], [-0.015, -0.189, 0.115], [-0.144, -0.066, 0.161], [0.050, -0.038, 0.009], [0.092, 0.088, -0.093], [0.373, 0.147, -0.078], [-0.448, -0.023, 0.139], [0.391, 0.175, -0.001], [0.015, 0.142, -0.113], [0.026, -0.017, 0.061], [-0.001, 0.027, 0.045], [0.067, -0.076, -0.083], [-0.190, 0.119, 0.015], [0.039, 0.073, -0.119], [0.242, -0.066, 0.000], [0.103, -0.140, 0.194], [-0.140, -0.047, 0.085], [-0.242, 0.026, -0.226], [-0.003, -0.028, 0.077], [-0.008, -0.071, -0.044], [0.036, -0.078, -0.005], [-0.201, -0.096, 0.041], [-0.209, -0.117, 0.155], [0.396, 0.093, -0.172], [-0.121, -0.148, 0.102], [-0.165, -0.148, -0.096], [-0.018, 0.005, 0.074], [0.104, 0.108, 0.011], [-0.010, 0.345, 0.152], [-0.003, -0.269, -0.372], [-0.062, 0.296, 0.223], [0.122, 0.119, -0.061], [-0.072, 0.002, 0.019], [-0.042, 0.017, -0.032], [0.061, -0.006, 0.114], [0.031, -0.043, -0.221], [0.123, 0.083, 0.004], [-0.042, 0.115, 0.218], [-0.215, -0.050, 0.141], [-0.043, -0.092, -0.090], [0.228, -0.071, -0.103], [-0.103, -0.011, -0.048], [0.046, -0.031, 0.044], [-0.002, -0.013, 0.087], [-0.032, -0.189, -0.104]],
  "lowdin_charge": [-0.15, -0.20, -0.54, 0.72, 0.04, -0.34, -0.41, 0.82, -0.18, -0.05, -0.45, 0.09, 0.11, -0.44, 0.14, 0.13, 0.84, -0.15, -0.14, -0.14, -0.13, -0.12, 0.13, -0.03, -0.06, 0.01, 0.05, 0.09, 0.08, 0.12, 0.11, 0.07, 0.13, 0.12, 0.15, 0.13, 0.17, 0.09, 0.10, 0.11, -0.11, -0.18, -0.19, -0.17, -0.12, -0.18, -0.19, -0.20, -0.11, 0.09, 0.09, 0.08, 0.09, 0.13, 0.13, 0.11, 0.10, 0.12, 0.13, 0.12, 0.09, 0.09, 0.09, -0.11, -0.21, -0.18, -0.18, -0.11, -0.17, -0.18, -0.23, -0.10, 0.04, 0.08, 0.09, 0.12, 0.12, 0.13, 0.10, 0.10, 0.13, 0.13, 0.13, 0.09, 0.09, 0.08, -0.11, -0.20, -0.19, -0.18, -0.11, -0.16, -0.18, -0.20, -0.12, 0.09, 0.08, 0.09, 0.12, 0.13, 0.13, 0.10, 0.11, 0.11, 0.12, 0.12, 0.09, 0.09, 0.07, -0.11, -0.20, -0.19, -0.18, -0.12, -0.18, -0.19, -0.21, -0.11, 0.09, 0.08, 0.09, 0.12, 0.13, 0.13, 0.11, 0.11, 0.13, 0.12, 0.12, 0.09, 0.09, 0.08],
  "lumo_ev": -3.13,
  "orbital_gap_ev": 7.154,
  "charge": 1,
  "e_tot_ev": -127242.691,
  "largest_force_ev_per_a": 3.13
}

---

Entry 2:
{
  "formula": "C6H10IN3P",
  "method": "ωB97M-V/def2-TZVPD",
  "species": ["P", "C", "N", "C", "C", "I", "N", "C", "C", "N", "C", "H", "H", "H", "H", "H", "H", "H", "H", "H", "H"],
  "coordinates": [[-1.3375, -0.3997, 2.9550], [-0.2911, 0.2047, 1.4763], [1.0817, -0.0952, 1.7273], [1.9076, -0.1119, 0.7894], [1.5180, 0.2700, -0.6246], [3.0458, -0.1858, -2.1187], [0.2434, -0.3753, -1.0062], [-0.5058, 0.2891, -2.1037], [-1.8452, 0.5847, -1.4653], [-1.9599, 0.1786, -0.2865], [-0.8148, -0.4456, 0.1974], [-0.5192, 0.2672, 3.8611], [-0.6000, -1.5794, 3.0783], [-0.4127, 1.2940, 1.4113], [2.9416, -0.3410, 1.0037], [1.3702, 1.3563, -0.6379], [0.4578, -1.3406, -1.2668], [-0.6249, -0.3657, -2.9690], [-0.0119, 1.2059, -2.4311], [-2.6393, 1.0977, -1.9784], [-1.0040, -1.5082, 0.3884]],
  "forces_ev_per_a": [[-0.462, 0.340, -0.580], [-0.576, -0.030, 0.161], [0.569, -0.213, 0.615], [0.242, -0.064, -0.549], [0.836, 0.303, -0.259], [-0.614, 0.173, 0.611], [-0.334, -0.416, 0.328], [-0.453, 0.405, -0.595], [0.465, -0.143, -0.150], [-0.971, 0.274, 0.140], [0.463, -0.348, 0.543], [0.208, 0.252, 0.305], [0.177, -0.369, -0.035], [-0.066, -0.075, -0.021], [0.237, 0.002, -0.077], [-0.028, -0.198, -0.178], [-0.014, 0.123, 0.003], [0.175, -0.019, 0.099], [0.135, -0.160, 0.044], [-0.173, 0.136, -0.190], [0.182, 0.028, -0.215]],
  "nbo_charge": [0.35, -0.36, -0.34, 0.07, -0.23, 0.21, -0.41, -0.31, 0.13, -0.35, 0.09, 0.01, -0.02, 0.25, 0.22, 0.25, 0.45, 0.26, 0.25, 0.24, 0.23],
  "smiles": "P[C@H]1N=C[C@@H](I)[N@@H+]2CC=N[C@H]12",
  "lumo_ev": -3.93,
  "orbital_gap_ev": 8.938,
  "charge": 1,
  "e_tot_ev": -28235.239,
  "e_above_lowest_ev": 0.0000,
  "largest_force_ev_per_a": 1.02
}

---

Entry 3:
{
  "formula": "C18H20Br2CaCl3N4OS",
  "method": "ωB97M-V/def2-TZVPD",
  "species": ["Ca", "N", "C", "S", "N", "N", "C", "C", "C", "C", "C", "C", "N", "H", "H", "H", "H", "H", "H", "H", "Br", "C", "Br", "H", "H", "Cl", "C", "C", "C", "Cl", "C", "O", "C", "Cl", "C", "H", "H", "C", "C", "C", "C", "H", "H", "H", "H", "H", "H", "H", "H", "H"],
  "coordinates": [[-0.8314, -0.5666, 1.3693], [-4.0411, 2.8835, 0.7587], [-3.0795, 1.9005, 0.7331], [-3.4071, 0.4709, 1.6038], [-2.0590, 2.1609, -0.0695], [-0.9644, 1.4260, 0.0638], [-0.2378, 1.4189, -1.1968], [-0.5544, 0.1251, -1.9227], [-0.4174, 0.0366, -3.3071], [-0.7267, -1.1503, -3.9420], [-1.1590, -2.2252, -3.1773], [-1.2539, -2.0556, -1.8089], [-0.9608, -0.9099, -1.1926], [-4.6890, 2.8337, 1.5241], [-3.7283, 3.7992, 0.4786], [-0.6150, 2.2342, -1.8204], [-0.0800, 0.9004, -3.8661], [-0.6396, -1.2380, -5.0178], [-1.4149, -3.1746, -3.6262], [-1.5705, -2.8705, -1.1678], [-0.4270, -0.5686, 4.2077], [0.2421, 2.5328, 4.0554], [-1.2966, 3.4502, 3.6061], [0.9572, 2.4123, 3.2650], [0.4977, 2.5110, 5.0988], [1.2343, -7.8539, 1.4122], [1.1080, -6.1181, 1.3087], [-0.1214, -5.5062, 1.4750], [-0.1933, -4.1298, 1.3881], [-1.7427, -3.3638, 1.5658], [0.9153, -3.2774, 1.1454], [0.8234, -2.0093, 1.0801], [2.1352, -3.9888, 0.9732], [3.5574, -3.0528, 0.6409], [2.2405, -5.3612, 1.0541], [-1.0102, -6.0890, 1.6706], [3.2018, -5.8366, 0.9210], [1.6917, 3.4445, 0.6137], [1.8244, 2.9669, -0.8272], [1.1910, 3.9723, -1.7876], [1.2844, 1.5400, -1.0189], [0.6624, 3.3465, 0.9631], [1.9819, 4.4929, 0.7115], [2.3348, 2.8551, 1.2690], [2.8928, 2.9175, -1.0662], [0.1728, 4.2206, -1.4807], [1.1522, 3.5858, -2.8096], [1.7677, 4.8990, -1.7998], [1.5789, 0.9198, -0.1637], [1.7731, 1.0893, -1.8877]],
  "forces_ev_per_a": [[0.091, -0.155, 0.781], [0.252, 0.004, -0.094], [-0.675, -0.158, 0.389], [-0.057, 0.074, -0.011], [0.590, 0.159, -0.212], [-0.332, 0.410, -0.332], [0.184, 0.017, -0.010], [-0.090, -0.028, -0.176], [-0.013, -0.010, 0.020], [0.003, 0.018, 0.034], [-0.001, 0.007, 0.027], [0.065, -0.102, -0.033], [-0.042, -0.053, 0.037], [-0.038, -0.032, 0.012], [-0.006, 0.027, 0.000], [0.042, -0.030, -0.012], [-0.011, 0.010, -0.003], [0.008, 0.002, -0.002], [0.001, -0.004, -0.001], [-0.004, 0.009, -0.013], [-0.014, -0.039, -0.196], [0.189, 0.230, 0.072], [-0.281, 0.147, -0.099], [0.090, -0.121, -0.024], [-0.004, -0.139, -0.003], [0.002, -0.106, 0.008], [-0.029, 0.113, -0.006], [0.057, 0.021, -0.015], [0.225, -0.157, -0.065], [-0.326, 0.041, 0.055], [0.105, -0.084, 0.015], [0.109, -0.141, -0.229], [-0.078, 0.038, 0.015], [0.080, 0.036, -0.016], [-0.024, -0.006, 0.006], [-0.006, -0.002, 0.002], [0.005, -0.004, -0.005], [-0.030, -0.022, 0.048], [0.026, 0.008, -0.048], [0.018, -0.018, -0.004], [-0.021, -0.027, 0.097], [-0.032, 0.020, 0.011], [0.026, 0.004, -0.002], [-0.035, -0.022, 0.063], [-0.005, 0.008, 0.024], [-0.009, -0.009, -0.009], [0.010, 0.016, -0.015], [-0.003, 0.011, 0.007], [0.030, -0.026, -0.041], [-0.048, 0.063, -0.048]],
  "nbo_charge": [1.72, -0.80, 0.27, -0.44, -0.39, -0.39, -0.14, 0.25, -0.26, -0.16, -0.27, 0.06, -0.50, 0.40, 0.38, 0.21, 0.21, 0.21, 0.22, 0.21, -0.87, -0.44, 0.03, 0.18, 0.19, -0.04, -0.09, -0.23, -0.15, -0.02, 0.41, -0.87, -0.13, -0.01, -0.24, 0.23, 0.23, -0.61, -0.21, -0.61, -0.39, 0.22, 0.20, 0.21, 0.19, 0.21, 0.20, 0.20, 0.22, 0.21],
  "lumo_ev": [2.47, 2.34],
  "orbital_gap_ev": [7.095, 6.882],
  "charge": -1,
  "e_tot_ev": -233929.921,
  "e_above_lowest_ev": 0.0000,
  "largest_force_ev_per_a": 0.80
}

---

Entry 4:
{
  "formula": "C2H3OPm",
  "method": "ωB97M-V/def2-TZVPD",
  "species": ["C", "C", "O", "Pm", "H", "H", "H"],
  "coordinates": [[-0.6580, -1.4915, 0.2695], [-1.4768, -0.5022, -0.2495], [-1.0240, 0.6404, -0.6246], [1.7312, 0.7171, -0.4948], [-0.3292, -1.4065, 1.3115], [-0.5218, -2.4010, -0.3223], [-2.3664, -0.8567, -0.8102]],
  "forces_ev_per_a": [[2.138, -0.132, 1.105], [1.385, 0.486, -3.907], [0.036, 0.463, 1.524], [-2.749, -0.976, 0.241], [0.252, -0.234, -0.400], [-0.845, -0.188, 0.950], [-0.217, 0.582, 0.486]],
  "mulliken_spin": [-0.03, -0.02, -0.02, 5.07, 0.00, 0.00, 0.00],
  "lumo_ev": [-5.65, -5.57],
  "orbital_gap_ev": [5.168, 5.397],
  "charge": 1,
  "e_tot_ev": -20713.634,
  "e_above_lowest_ev": 0.1662,
  "largest_force_ev_per_a": 4.17,
  "spin_multiplicity": 6
}